Entry from the Open Molecules 2025 dataset: an isolated molecule of C22H27BrN4O4 (wB97M-V/def2-TZVPD).

Last column: Mulliken charge in e.
Positions of all 58 atoms, in Å:
1 C -4.8621 -1.5927 1.9915  -1.412
2 C -3.5021 -2.1001 1.5148  0.048
3 N -3.6298 -2.7329 0.2120  0.220
4 C -3.8844 -4.1538 0.2216  -0.699
5 C -2.7054 -5.0722 0.5712  -0.990
6 C -2.7840 -2.2197 -0.8249  0.079
7 C -1.2502 -2.3994 -0.6222  -0.905
8 N -0.5187 -1.1948 -0.9378  0.159
9 C -0.1588 -0.3202 0.0087  -0.814
10 O -0.2772 -0.4947 1.2021  -0.693
11 C 0.5170 0.9684 -0.5289  1.816
12 O 0.4072 0.9947 -1.9466  -0.604
13 C 1.9725 0.9435 -0.1265  0.109
14 C 2.7214 -0.2148 -0.2525  -0.548
15 C 4.0678 -0.1880 0.0623  -0.345
16 Br 5.0959 -1.7752 -0.1246  -0.214
17 C 4.6820 0.9757 0.4994  -0.521
18 C 3.9355 2.1286 0.6261  -0.731
19 C 2.5766 2.1223 0.3138  0.027
20 N 1.8083 3.2596 0.4137  -0.105
21 C 0.4211 3.2649 0.4380  0.301
22 O -0.1787 4.2663 0.7515  -0.653
23 N -0.1751 2.0942 0.0652  0.505
24 C -1.5877 1.9784 0.2385  -1.225
25 C -2.1437 2.1861 1.4887  -0.219
26 C -3.5138 2.0602 1.6449  -1.017
27 C -4.3172 1.7259 0.5754  -0.649
28 C -3.7554 1.5097 -0.6831  0.661
29 O -4.6268 1.1835 -1.6774  -0.464
30 C -4.1311 1.0121 -2.9822  -0.723
31 C -2.3820 1.6397 -0.8503  0.529
32 H -5.5547 -2.4190 2.1314  0.395
33 H -4.7540 -1.0633 2.9342  0.400
34 H -5.2786 -0.9153 1.2520  0.185
35 H -3.0930 -2.7940 2.2596  0.319
36 H -2.8145 -1.2548 1.4444  -0.045
37 H -4.6880 -4.3258 0.9421  0.315
38 H -4.2649 -4.4281 -0.7679  0.415
39 H -3.0611 -6.0947 0.6719  0.431
40 H -1.9452 -5.0493 -0.2044  0.200
41 H -2.2496 -4.7760 1.5128  0.262
42 H -3.0895 -2.6810 -1.7682  0.444
43 H -2.9797 -1.1444 -0.8915  -0.433
44 H -1.0503 -2.6123 0.4293  0.538
45 H -0.8590 -3.2117 -1.2382  0.333
46 H -0.4394 -0.9054 -1.9011  0.294
47 H 0.8669 1.7732 -2.2839  0.502
48 H 2.2559 -1.1248 -0.5973  0.622
49 H 5.7337 0.9766 0.7394  0.417
50 H 4.3994 3.0414 0.9672  0.391
51 H 2.2360 4.1063 0.7627  0.290
52 H -1.5111 2.4425 2.3217  0.473
53 H -3.9570 2.2211 2.6153  0.407
54 H -5.3857 1.6311 0.6827  0.523
55 H -3.4273 0.1749 -3.0413  0.201
56 H -3.6467 1.9219 -3.3511  0.341
57 H -5.0005 0.7918 -3.5996  0.265
58 H -1.9179 1.4878 -1.8113  0.594

For the total energy, the calculation gives -3948.5786 Eh. As for the molecular weight: 491.39 Da. The relative energy (zero: lowest compared OMol25 entry of this formula, charge and spin) comes out at 47.30 kJ/mol. As for the net charge: 0. The value obtained for the HOMO energy is -7.9 eV.